ORCA calculation (wB97M-V/def2-TZVPD) on C52H45MnN2OP2 as an isolated structure.

CARTESIAN COORDINATES (ANGSTROEM)
Mn 0.39084 0.23458 -0.70268
C -4.43732 -2.61349 4.16949
C -3.08871 -2.72443 3.44903
C -2.36196 -4.00296 3.91563
C -2.20453 -1.52097 3.77062
C -2.13875 -0.93599 5.03104
C -1.26965 0.11261 5.30934
C -0.43769 0.61087 4.32250
C -0.48372 0.05393 3.04875
P 0.59623 0.62426 1.70487
C 2.23864 0.06853 2.23578
C 2.34582 -1.26747 2.62819
C 3.57857 -1.79145 2.98615
C 4.71272 -0.98983 2.94301
C 4.61264 0.33771 2.54685
C 3.38012 0.86865 2.18945
C 0.52010 2.44160 1.78110
C -0.22690 3.10525 0.80333
C -0.35957 4.48517 0.81160
C 0.26164 5.22345 1.81243
C 1.00806 4.57819 2.79019
C 1.13883 3.19513 2.77769
C -1.35280 -0.99897 2.81197
O -1.30451 -1.49735 1.53838
C -2.38989 -2.19768 1.07578
C -2.51232 -2.22542 -0.30038
C -3.56442 -2.93726 -0.86748
C -4.46342 -3.58637 -0.04121
C -4.32834 -3.50820 1.34033
C -3.28992 -2.80185 1.93724
P -1.41936 -1.23266 -1.37282
C -2.59889 -0.02713 -2.02987
C -2.93303 1.00857 -1.15152
C -3.87924 1.95553 -1.50659
C -4.49380 1.87318 -2.75080
C -4.17565 0.83668 -3.61808
C -3.23455 -0.12155 -3.26077
C -0.94954 -2.44405 -2.62540
C -0.71594 -3.75629 -2.19558
C -0.33353 -4.72591 -3.10616
C -0.19095 -4.39583 -4.44982
C -0.40719 -3.09364 -4.87623
C -0.76665 -2.10937 -3.96639
H -4.29969 -2.58791 5.25006
H -5.06135 -3.48210 3.96055
H -4.97889 -1.71490 3.86493
H -2.18775 -3.96799 4.99363
H -1.39628 -4.11350 3.41383
H -2.96767 -4.88381 3.69023
H -2.77192 -1.30830 5.82747
H -1.24118 0.54002 6.30455
H 0.23486 1.42861 4.54830
H 1.46173 -1.89651 2.66812
H 3.65264 -2.82336 3.30790
H 5.67508 -1.39897 3.22457
H 5.49497 0.96590 2.52174
H 3.31461 1.90926 1.89943
H -0.73422 2.55326 0.02366
H -0.94580 4.98077 0.04644
H 0.15881 6.30241 1.83176
H 1.49134 5.15330 3.57063
H 1.73572 2.71326 3.54190
H -3.68135 -2.97810 -1.94529
H -5.28123 -4.15017 -0.47138
H -5.05617 -4.01599 1.96115
H -2.47999 1.05127 -0.16514
H -4.14328 2.74824 -0.81598
H -5.23262 2.61139 -3.03875
H -4.66601 0.76752 -4.58138
H -3.01133 -0.93327 -3.94166
H -0.85322 -4.02474 -1.15537
H -0.16244 -5.74234 -2.77177
H 0.08686 -5.16155 -5.16653
H -0.28636 -2.83317 -5.92072
H -0.89944 -1.08946 -4.30672
C 2.42451 -1.52541 -2.12820
C 1.76370 -0.53021 -3.04321
C 2.05685 -0.15311 -4.30378
C 1.18320 0.93888 -4.64773
C 0.38585 1.20478 -3.58590
C -0.58577 2.32881 -3.36531
N 0.72093 0.28159 -2.60288
H 2.73767 -2.41775 -2.66899
H 1.74710 -1.87400 -1.33709
H 3.30788 -1.11344 -1.63417
H 2.81511 -0.60753 -4.92971
H 1.14399 1.46971 -5.58961
H -0.96317 2.70129 -4.31630
H -0.10733 3.17456 -2.85584
H -1.44489 2.02076 -2.76550
N 2.01125 1.32254 -0.65824
C 2.91971 2.00179 -0.80882
C 4.04890 2.85956 -0.95581
C 5.19640 2.39590 -1.60387
C 6.28901 3.23678 -1.69965
C 6.23008 4.51775 -1.15966
C 5.08129 4.97326 -0.51941
C 3.97982 4.14635 -0.41008
H 5.21960 1.39858 -2.02524
H 7.18697 2.89661 -2.19860
H 7.09075 5.17206 -1.24164
H 5.04756 5.97352 -0.10744
H 3.07315 4.47951 0.08356

Forces on the atoms, in the same order (eV/Å):
Mn -0.1136 -0.3826 -1.0967
C -0.0276 0.0298 -0.0169
C 0.0299 -0.0162 0.0032
C 0.0326 0.0026 -0.0312
C -0.0786 -0.0699 0.1055
C -0.0458 -0.0049 0.0596
C 0.0067 0.0124 0.0584
C 0.0067 0.0349 0.0558
C 0.0224 0.0179 -0.1829
P -0.1370 0.4914 0.8766
C 0.0730 -0.0475 -0.1627
C 0.0067 -0.0066 0.0287
C 0.0037 -0.0085 0.0001
C -0.0128 -0.0048 -0.0048
C -0.0486 0.0113 -0.0160
C 0.0334 -0.0559 0.0481
C 0.0126 0.0423 -0.0702
C 0.1218 0.0482 0.1897
C 0.0429 0.0145 0.0780
C -0.0301 0.0236 -0.0354
C 0.0161 -0.0118 0.0118
C 0.0559 0.0419 -0.0185
C -0.0608 0.0057 -0.1741
O 0.1213 -0.2022 0.0067
C 0.1048 0.1996 0.0821
C 0.2056 0.1901 0.0249
C -0.0540 -0.0233 -0.0785
C -0.0319 -0.0291 -0.0167
C -0.0646 -0.0143 0.0219
C -0.0786 -0.0860 0.1029
P -0.7154 -0.5504 -0.2771
C -0.0030 0.0556 0.1757
C -0.1233 -0.1060 -0.0328
C -0.0013 0.0029 0.0198
C -0.0115 0.0161 -0.0143
C 0.0016 0.0242 -0.0260
C -0.0207 0.0032 -0.0680
C 0.2069 0.0360 0.0397
C -0.0103 0.0613 -0.0370
C 0.0049 -0.0189 -0.0453
C 0.0028 -0.1021 -0.0114
C 0.0141 0.0736 -0.0215
C 0.0434 -0.0132 -0.0209
H -0.0098 -0.0108 -0.0412
H 0.0305 0.0362 0.0253
H 0.0329 -0.0568 0.0227
H -0.0098 -0.0016 -0.0596
H -0.0631 0.0057 0.0363
H 0.0361 0.0471 0.0142
H 0.0404 0.0293 -0.0589
H -0.0094 -0.0414 -0.0777
H -0.0489 -0.0525 -0.0109
H 0.0393 0.0158 0.0284
H -0.0011 0.0595 -0.0399
H -0.0438 0.0190 -0.0034
H -0.0430 -0.0241 0.0127
H -0.0005 -0.0045 -0.0102
H -0.1173 -0.1525 -0.1959
H 0.0371 -0.0388 0.0520
H 0.0170 -0.0775 0.0017
H -0.0267 -0.0265 -0.0312
H 0.0021 0.0061 -0.0146
H -0.0033 -0.0058 0.0711
H 0.0326 0.0285 0.0249
H 0.0439 0.0289 -0.0410
H 0.0106 0.0032 0.0834
H 0.0192 -0.0515 -0.0479
H 0.0431 -0.0435 0.0115
H 0.0122 0.0029 0.0490
H -0.0464 0.0609 0.0551
H 0.0079 -0.0081 -0.0109
H -0.0049 0.0721 -0.0237
H -0.0140 0.0844 0.0698
H -0.0015 -0.0231 0.0511
H 0.0954 -0.0254 0.0182
C -0.1556 0.1797 -0.1556
C -0.2053 0.0783 0.5500
C 0.2042 0.2356 -0.9091
C 0.4568 -0.1661 -0.7233
C -0.0996 0.0072 0.4782
C 0.1204 -0.1384 0.1227
N -0.6377 -0.3734 1.0931
H -0.0498 -0.0001 -0.0174
H -0.1105 -0.0774 0.0457
H -0.0010 0.0281 -0.0074
H -0.1279 0.1146 0.0122
H 0.0905 -0.0794 0.0616
H 0.0442 -0.0337 -0.0159
H 0.0064 -0.0737 -0.0351
H 0.1304 0.0838 -0.1545
N 0.3467 0.3410 0.2582
C 0.6111 0.4483 -0.1771
C -0.1165 -0.0532 0.0987
C -0.0519 -0.0626 -0.0333
C 0.0189 0.0388 -0.0003
C 0.0251 0.0246 -0.0078
C 0.0389 0.0204 -0.0132
C -0.0574 -0.0347 0.0295
H 0.0049 0.0381 0.0178
H -0.0339 0.0209 0.0207
H -0.0692 -0.0542 0.0074
H 0.0083 -0.0410 -0.0240
H 0.0521 -0.0114 -0.0122

* HOMO level (spin up / spin down): -12.53 / -12.53 eV
* frontier orbital gap (spin up / spin down): 5.57 / 6.29 eV
* relative energy (zero: lowest compared OMol25 entry of this formula, charge and spin): 114.6 kJ/mol
* M: 830.83 u
* multiplicity: 5
* maximum force: 1.32 eV/A
* E_tot: -4026.53875 a.u.
* net charge: +2

Mulliken population analysis, charges in e, atoms 1 to 99: Mn -0.860; C -2.132; C 1.657; C -1.689; C 0.493; C -0.157; C -1.548; C -0.529; C 0.922; P 1.539; C 0.905; C -0.753; C -0.747; C -0.764; C -1.036; C -0.427; C 1.225; C 0.138; C -0.915; C -0.755; C -1.106; C -0.258; C -0.334; O 0.031; C -0.598; C 0.370; C -0.262; C -1.634; C -0.110; C 0.530; P 2.179; C 1.260; C -1.027; C -0.541; C -0.852; C -0.843; C -0.683; C 0.940; C -0.865; C -0.701; C -0.841; C -1.131; C -0.667; H 0.512; H 0.496; H 0.421; H 0.403; H 0.361; H 0.448; H 0.381; H 0.439; H 0.410; H 0.381; H 0.480; H 0.430; H 0.503; H 0.591; H -0.340; H 0.526; H 0.443; H 0.464; H 0.474; H 0.570; H 0.460; H 0.356; H 0.319; H 0.527; H 0.422; H 0.496; H 0.462; H 0.461; H 0.485; H 0.437; H 0.494; H 0.457; C -1.353; C 0.470; C -1.023; C -0.875; C -0.245; C -1.123; N 2.043; H 0.477; H 0.054; H 0.218; H 0.618; H 0.566; H 0.453; H 0.226; H 0.074; N 0.102; C 0.529; C -0.219; C -0.359; C -0.817; C -0.386; C -0.793; C -0.141; H 0.536

=====

ORCA calculation (wB97M-V/def2-TZVPD) on C52H47Cl3N8OP2PtS as an isolated structure.

CARTESIAN COORDINATES (ANGSTROEM)
Pt 0.47965 -1.07264 -0.78531
C -0.41015 2.46524 1.46178
N 0.38113 1.47631 0.70759
P 0.87114 -0.05862 1.32897
C 2.67848 -0.11498 1.57681
C 3.60669 0.77966 1.06320
C 4.96921 0.56898 1.25165
C 5.41608 -0.54411 1.94554
C 4.49526 -1.45002 2.46102
C 3.13883 -1.23755 2.27566
C 0.26922 -0.21838 3.00337
C -0.68137 -1.19597 3.28386
C -1.01572 -1.46769 4.60386
C -0.42119 -0.74909 5.62857
C 0.51949 0.23834 5.34890
C 0.88155 0.49428 4.04077
P 0.82399 1.57512 -0.90759
C -0.50453 1.67880 -2.12860
C -1.42421 2.73361 -2.11660
C -2.43280 2.79057 -3.06555
C -2.50260 1.82532 -4.06544
C -1.56125 0.80738 -4.11896
C -0.56804 0.73383 -3.15202
C 1.60203 3.19791 -1.07942
C 1.65531 3.80233 -2.34010
C 2.20452 5.06700 -2.48045
C 2.73554 5.72330 -1.37809
C 2.72961 5.11000 -0.13106
C 2.17392 3.85022 0.01887
H 0.10130 2.77824 2.37072
H -1.37671 2.04361 1.73886
H -0.57002 3.34593 0.84262
H 3.29641 1.65334 0.51735
H 5.67979 1.28616 0.86027
H 6.47692 -0.70004 2.09729
H 4.83570 -2.31267 3.02106
H 2.42793 -1.94027 2.70017
H -1.13805 -1.76139 2.47833
H -1.73051 -2.24502 4.82970
H -0.68383 -0.96234 6.65658
H 0.99043 0.78498 6.15517
H 1.65306 1.22518 3.82723
H -1.35708 3.51421 -1.36266
H -3.15621 3.59233 -3.03207
H -3.28072 1.88354 -4.81705
H -1.58561 0.08191 -4.92175
H 0.18066 -0.04683 -3.23181
H 1.27076 3.29086 -3.21370
H 2.21490 5.54141 -3.45265
H 3.16513 6.71045 -1.49199
H 3.16095 5.61302 0.72438
H 2.16547 3.39075 0.99808
C 2.77251 -3.57622 -0.09617
C 3.18899 -2.42469 -0.93895
N 2.41757 -1.44790 -1.39984
C 3.21454 -0.63159 -2.19376
C 4.46819 -1.12732 -2.20283
N 4.43880 -2.24717 -1.39875
C 5.55826 -3.16210 -1.19117
N 5.57316 -4.20272 -2.17220
N 5.76858 -3.86046 -3.47909
N 5.76629 -4.91976 -4.19079
C 5.57764 -6.00657 -3.34700
C 5.51462 -7.37136 -3.64451
C 5.32948 -8.23520 -2.59195
C 5.21015 -7.76313 -1.26546
C 5.26810 -6.42109 -0.96011
C 5.45514 -5.55581 -2.04422
H 1.71909 -3.48228 0.15856
H 3.34540 -3.61471 0.83114
H 2.91565 -4.51859 -0.62946
H 2.82962 0.23055 -2.70828
H 5.35999 -0.81798 -2.72016
H 5.47359 -3.61380 -0.20750
H 6.47119 -2.57529 -1.23757
H 5.61390 -7.72095 -4.66370
H 5.27857 -9.29998 -2.77488
H 5.07779 -8.48044 -0.46553
H 5.18732 -6.07454 0.06296
Cl -5.05921 6.86861 -1.68151
C -5.14888 5.22048 -1.17472
C -4.46014 4.80734 -0.04709
C -4.52286 3.46933 0.31167
C -5.25054 2.53274 -0.41752
C -5.30270 1.11675 0.11258
C -5.01060 -0.03483 -0.85398
N -3.75644 -0.77357 -0.60022
C -3.62582 -2.14290 -0.62125
C -2.29291 -2.40394 -0.56921
N -1.61256 -1.19744 -0.55974
C -2.53102 -0.24199 -0.55934
O -6.59716 0.81103 0.60380
C -6.93722 1.38563 1.85940
C -6.12511 0.84569 2.99022
C -5.96838 -0.47671 3.26700
Cl -6.65618 -1.81023 2.43227
S -4.98661 -0.74836 4.63189
C -4.74221 0.92766 4.85886
C -5.40442 1.65336 3.92146
C -5.97268 2.99949 -1.51570
Cl -7.01567 1.95347 -2.42166
C -5.91705 4.32690 -1.90709
H -3.89497 5.52177 0.53624
H -4.00415 3.13694 1.20710
H -4.56781 1.07499 0.92920
H -4.97791 0.27532 -1.89553
H -5.83213 -0.73602 -0.73441
H -4.47787 -2.80003 -0.65870
H -1.78817 -3.35515 -0.57702
H -2.34271 0.82274 -0.56972
H -7.99392 1.15923 1.99198
H -6.83209 2.47445 1.82082
H -4.14647 1.28231 5.68485
H -5.41099 2.73616 3.89855
H -6.47907 4.66344 -2.76764

Forces on the atoms, in the same order (eV/Å):
Pt 0.1747 -0.0132 0.1906
C 0.1522 -0.0137 0.0560
N -0.0040 -0.0108 0.6148
P 0.5248 0.2939 -0.5781
C -0.0567 -0.0576 0.2211
C 0.0868 -0.0656 -0.0408
C -0.0367 -0.0012 -0.0222
C 0.0088 -0.0112 -0.0057
C -0.0297 0.0156 -0.0384
C -0.0600 0.0321 0.0979
C -0.1995 -0.1317 0.0008
C -0.0376 -0.0031 0.0365
C -0.0494 0.0372 -0.0092
C -0.0284 0.0165 0.0175
C 0.0049 -0.0050 0.0424
C -0.0704 0.0095 -0.0501
P -0.3936 -0.3976 -0.4965
C -0.1937 0.3526 -0.0114
C -0.0773 0.0040 0.1314
C 0.0317 -0.0570 0.0728
C -0.0421 -0.0084 0.0136
C 0.0080 0.0387 -0.0133
C 0.0230 0.0462 -0.1003
C 0.2773 -0.1448 0.0280
C 0.0476 0.0044 0.0031
C 0.0100 -0.0373 -0.0038
C 0.0171 0.0036 0.0094
C 0.0113 -0.0233 -0.0310
C -0.0841 0.0461 -0.0417
H 0.0283 -0.0022 0.0060
H -0.0374 -0.0157 -0.0082
H 0.0149 -0.0070 -0.0211
H -0.0743 0.1063 -0.1155
H -0.0262 -0.0125 -0.0043
H -0.0283 0.0104 0.0115
H -0.0212 0.0214 0.0007
H 0.0254 0.0120 -0.0020
H 0.0091 0.0236 0.0084
H -0.0678 -0.0204 0.0078
H 0.0166 -0.0115 -0.0043
H -0.0218 0.0013 -0.0039
H -0.0033 -0.0234 -0.0100
H -0.0161 -0.0790 -0.0894
H -0.0511 0.0741 0.0025
H 0.0264 -0.0045 0.0320
H -0.0163 0.0037 0.0267
H -0.0073 -0.0431 0.0683
H -0.0906 0.0367 0.0300
H 0.0333 -0.0210 0.0048
H -0.0198 -0.0272 0.0035
H -0.0302 0.0032 -0.0074
H -0.0347 -0.0099 0.0236
C 0.0072 0.0133 -0.0546
C -0.0626 0.0814 -0.0769
N 0.1572 0.1577 0.0495
C -0.1915 -0.0899 0.1020
C 0.0608 -0.1361 0.0362
N 0.2871 -0.1172 0.0143
C -0.1528 0.0221 -0.1026
N 0.1049 0.4014 -0.0510
N -0.0228 -0.3835 -0.0087
N -0.0549 0.1083 0.4485
C 0.0513 -0.1497 -0.5477
C -0.0023 -0.0614 -0.0348
C -0.0096 0.0186 0.0387
C 0.0014 0.0245 -0.0444
C -0.0122 -0.0435 -0.0456
C -0.0509 0.0776 0.2482
H -0.0411 0.0144 0.0212
H -0.0051 0.0053 -0.0200
H -0.0089 0.0186 -0.0152
H -0.0387 0.0007 0.0305
H -0.0184 -0.0238 0.0232
H 0.0284 0.0037 0.0689
H 0.0638 0.0356 -0.0227
H 0.0008 0.0169 0.0343
H 0.0058 0.0180 0.0164
H -0.0028 0.0139 -0.0234
H 0.0219 0.0029 -0.0260
Cl -0.0176 -0.0087 0.0176
C 0.0109 0.0130 -0.0724
C 0.0630 -0.0601 -0.0091
C 0.1192 0.0340 -0.0095
C 0.1026 -0.0185 0.0277
C -0.1900 -0.1045 0.2904
C 0.2372 -0.1097 -0.3497
N -0.3399 0.0571 0.0193
C 0.0375 0.1193 0.1905
C -0.0120 0.2362 -0.2145
N 0.1114 0.0489 0.1433
C 0.0646 -0.0496 -0.1025
O -0.0217 -0.0511 0.0842
C -0.1164 0.2607 -0.2030
C 0.1345 0.1628 -0.0293
C -0.0484 -0.1373 -0.0642
Cl 0.0132 0.0605 -0.0084
S 0.2552 -0.1913 0.2780
C 0.0148 -0.0462 0.0373
C -0.0344 0.0761 -0.0749
C -0.0468 -0.0004 -0.0018
Cl 0.0665 -0.0761 -0.0006
C 0.0218 0.0443 -0.0120
H -0.0204 -0.0164 -0.0070
H -0.0020 0.0139 -0.0434
H -0.0513 -0.1363 0.0660
H -0.0523 0.1153 -0.0056
H 0.0601 -0.1024 -0.0516
H 0.0072 0.0457 0.0098
H 0.0106 0.0457 0.0212
H -0.0302 -0.1556 -0.0337
H -0.0232 -0.0257 -0.0155
H -0.0393 0.0358 0.0230
H -0.0219 0.0050 -0.0158
H -0.0074 -0.0473 -0.0206
H 0.0064 -0.0014 0.0251

* HOMO level (spin up / spin down): -12.45 / -12.67 eV
* frontier orbital gap (spin up / spin down): 7.76 / 5.48 eV
* M: 1195.46 u
* multiplicity: 3
* maximum force: 0.83 eV/A
* E_tot: -5103.35989 a.u.
* net charge: +2

natural (NBO) population analysis, charges in e, atoms 1 to 99: Pt 0.679; C -0.421; N -1.111; P 1.268; C -0.430; C -0.200; C -0.189; C -0.193; C -0.230; C -0.151; C -0.468; C -0.170; C -0.203; C -0.159; C -0.217; C -0.118; P 1.340; C -0.446; C -0.223; C -0.147; C -0.186; C -0.195; C -0.200; C -0.467; C -0.114; C -0.215; C -0.156; C -0.189; C -0.199; H 0.220; H 0.212; H 0.224; H 0.222; H 0.233; H 0.235; H 0.232; H 0.217; H 0.225; H 0.237; H 0.237; H 0.237; H 0.215; H 0.225; H 0.229; H 0.239; H 0.238; H 0.221; H 0.219; H 0.238; H 0.239; H 0.235; H 0.219; C -0.676; C 0.430; N -0.549; C -0.084; C -0.039; N -0.329; C -0.031; N -0.245; N -0.030; N -0.165; C 0.010; C -0.148; C -0.225; C -0.165; C -0.287; C 0.158; H 0.240; H 0.245; H 0.261; H 0.229; H 0.257; H 0.228; H 0.236; H 0.243; H 0.234; H 0.229; H 0.216; Cl 0.050; C -0.008; C -0.252; C -0.207; C -0.032; C 0.057; C -0.238; N -0.301; C -0.045; C -0.094; N -0.562; C 0.218; O -0.525; C -0.087; C -0.153; C -0.249; Cl 0.059; S 0.491; C -0.418; C -0.246

=====

Q: What is the maximum force in the second record?
A: 0.83 eV/A